--- i ---
The following is a quantum chemistry calculation of a molecular structure, C10H34BNaO10, from the Open Molecules 2025 dataset.

Geometry (Å):
H  20.0948  -16.6515  18.6747
H  17.3854  -11.6640  19.7881
H  25.6226  -12.9514  19.8449
H  19.7500  -15.6270  22.5271
H  21.6107  -14.1350  24.2461
C  25.0943  -12.6441  20.7492
H  23.6312  -13.9209  20.1739
H  26.9763  -12.3805  21.5657
C  21.3281  -14.3562  23.2138
H  19.8077  -14.2499  18.3957
H  19.4888  -11.7377  19.5866
H  22.1017  -9.7056  19.5671
H  22.6343  -10.8751  18.6049
H  20.8317  -10.6128  20.7745
H  24.7763  -11.6134  20.5705
H  22.4639  -14.8580  17.9671
H  24.0746  -10.3743  17.1160
H  26.0244  -13.7883  16.7956
H  20.7074  -10.8756  18.8385
C  20.6250  -15.9606  17.9865
O  25.4698  -13.3469  17.4431
H  22.2523  -14.3299  22.6334
H  22.5721  -16.3967  18.8390
O  21.5473  -16.6562  22.4932
O  23.2227  -11.6482  18.4920
H  21.1163  -17.5165  22.5037
O  21.6639  -14.8466  19.8502
C  21.9262  -15.5368  18.6304
C  24.7445  -12.3215  16.7738
O  19.7909  -14.8832  17.6551
O  20.4718  -13.3477  22.6720
C  20.6737  -15.7264  23.1139
H  19.6245  -13.4249  23.1197
B  20.9529  -10.0687  19.7139
H  20.3507  -16.0383  24.1159
H  23.8273  -12.7465  16.3416
H  26.0787  -13.7365  22.3230
H  17.4044  -13.1768  17.7250
C  17.7896  -12.6801  19.7594
H  17.6247  -13.0807  20.7682
H  20.8530  -16.6660  17.1796
H  25.1433  -10.9102  18.3874
O  19.1966  -12.6633  19.5363
H  16.0426  -13.3961  18.7879
H  21.1532  -15.4287  20.4269
H  25.2946  -11.9286  15.9136
O  17.4146  -14.9148  18.9172
H  26.2153  -11.7137  23.5969
H  20.1966  -9.1390  19.5836
Na  21.8392  -12.4983  20.6420
H  18.0827  -15.1574  18.2656
O  23.9358  -13.4621  20.9664
C  25.9962  -12.7210  21.9296
C  17.1279  -13.5390  18.7193
C  24.3369  -11.2495  17.7269
O  25.5163  -11.8647  22.9561

E_HOMO = -9.27 eV
Net charge = 0
Frontier orbital gap = 0.345 Ha
Multiplicity = 1

And the natural (NBO) charges, in e, turn out to be: atom 1 (H): 0.1482, atom 2 (H): 0.1804, atom 3 (H): 0.2054, atom 4 (H): 0.1663, atom 5 (H): 0.1753, atom 6 (C): -0.1007, atom 7 (H): 0.4958, atom 8 (H): 0.1636, atom 9 (C): -0.1063, atom 10 (H): 0.5156, atom 11 (H): 0.5346, atom 12 (H): -0.0403, atom 13 (H): 0.5396, atom 14 (H): -0.0763, atom 15 (H): 0.1908, atom 16 (H): 0.1994, atom 17 (H): 0.1804, atom 18 (H): 0.4734, atom 19 (H): -0.0540, atom 20 (C): -0.0901, atom 21 (O): -0.7377, atom 22 (H): 0.2142, atom 23 (H): 0.1759, atom 24 (O): -0.7221, atom 25 (O): -0.8100, atom 26 (H): 0.4750, atom 27 (O): -0.7678, atom 28 (C): -0.1005, atom 29 (C): -0.0883, atom 30 (O): -0.7422, atom 31 (O): -0.7264, atom 32 (C): -0.1022, atom 33 (H): 0.4761, atom 34 (B): -0.7630, atom 35 (H): 0.1662, atom 36 (H): 0.1724, atom 37 (H): 0.1740, atom 38 (H): 0.1787, atom 39 (C): -0.0873, atom 40 (H): 0.1600, atom 41 (H): 0.1902, atom 42 (H): 0.1699, atom 43 (O): -0.8034, atom 44 (H): 0.1703, atom 45 (H): 0.4921, atom 46 (H): 0.1687, atom 47 (O): -0.7478, atom 48 (H): 0.4694, atom 49 (H): 0.0076, atom 50 (Na): 0.9189, atom 51 (H): 0.4911, atom 52 (O): -0.7776, atom 53 (C): -0.0869, atom 54 (C): -0.0958, atom 55 (C): -0.0894, atom 56 (O): -0.7231

---

--- ii ---
The following is a quantum chemistry calculation of a molecular structure, C10H34BNaO10, from the Open Molecules 2025 dataset.

Geometry (Å):
H  0.9319  -2.4952  -3.9788
H  0.5753  -0.1404  -0.5436
H  0.4611  -3.5856  4.2160
H  1.7155  -1.8971  -2.4798
H  -4.2747  0.1515  -4.3104
O  3.4078  2.8430  3.7045
Na  -2.6509  -0.0431  1.3022
H  -0.1932  2.0079  -0.0064
H  1.0526  0.0071  2.9595
H  2.9612  2.4443  4.4611
H  0.7173  4.4883  -1.0554
H  -0.0783  -2.0998  2.3106
H  -1.1389  -3.8760  5.5978
H  -0.1991  -0.9583  -1.8550
O  -0.2353  -1.3261  -2.7618
O  -1.1735  -2.9568  5.3293
H  -1.2602  0.5574  -0.8228
O  -1.7056  -1.2348  3.2243
H  -3.2925  2.2256  -5.0158
H  -0.0598  -2.6877  -0.5829
H  1.6443  1.0485  -0.8695
O  0.3165  -3.5380  -0.8435
C  0.8043  -2.3252  -2.9105
O  2.2477  1.5607  -1.4273
H  -0.9434  -1.1282  0.1249
O  -1.8033  0.6718  -3.9670
H  -1.3484  -3.2412  2.6651
H  -2.3419  -1.4798  3.9135
O  -4.1273  2.2348  -4.5256
H  4.3351  1.0038  3.2698
H  0.4750  -1.8748  4.6837
H  2.5812  3.2613  -0.2383
O  0.0028  2.9608  0.0563
H  1.0833  -4.4257  -2.5129
C  -4.1266  1.0584  -3.7146
H  -0.3639  0.4958  1.0009
H  0.1229  3.1130  -2.0229
H  -4.9489  1.2082  -3.0095
B  -0.5223  -0.0268  -0.0539
C  2.4509  1.1423  2.2807
C  2.0945  2.9266  -1.1610
C  0.3981  -3.6152  -2.2477
C  3.7063  1.7755  2.8023
C  -0.1594  -2.6970  4.3467
C  -0.8364  -2.3548  3.0572
H  4.2642  2.1672  1.9511
H  2.5447  3.4494  -2.0129
H  -1.1423  0.0490  -3.6053
O  1.7365  0.5315  3.3892
C  -2.8284  0.8972  -2.9705
H  -0.5690  -3.9203  -2.6780
H  2.6640  0.4148  1.4854
H  1.8440  1.9366  1.8221
C  0.6585  3.3987  -1.1138
H  -2.5069  1.7977  -2.4280
H  -2.9667  0.0989  -2.2289

E_HOMO = -9.46 eV
Net charge = 0
Frontier orbital gap = 0.301 Ha
Multiplicity = 1

And the natural (NBO) charges, in e, turn out to be: atom 1 (H): 0.1920, atom 2 (H): -0.0030, atom 3 (H): 0.1844, atom 4 (H): 0.1831, atom 5 (H): 0.1686, atom 6 (O): -0.7156, atom 7 (Na): 0.9808, atom 8 (H): 0.5006, atom 9 (H): 0.4693, atom 10 (H): 0.4719, atom 11 (H): 0.1783, atom 12 (H): 0.2016, atom 13 (H): 0.4818, atom 14 (H): 0.5167, atom 15 (O): -0.7980, atom 16 (O): -0.7451, atom 17 (H): 0.0040, atom 18 (O): -0.7752, atom 19 (H): 0.4764, atom 20 (H): 0.4781, atom 21 (H): 0.4786, atom 22 (O): -0.7324, atom 23 (C): -0.0933, atom 24 (O): -0.7339, atom 25 (H): -0.0460, atom 26 (O): -0.7703, atom 27 (H): 0.1739, atom 28 (H): 0.4929, atom 29 (O): -0.7228, atom 30 (H): 0.1618, atom 31 (H): 0.1938, atom 32 (H): 0.1567, atom 33 (O): -0.7607, atom 34 (H): 0.1802, atom 35 (C): -0.0807, atom 36 (H): -0.0131, atom 37 (H): 0.1708, atom 38 (H): 0.1671, atom 39 (B): -0.9055, atom 40 (C): -0.1070, atom 41 (C): -0.0840, atom 42 (C): -0.0865, atom 43 (C): -0.0862, atom 44 (C): -0.1001, atom 45 (C): -0.0964, atom 46 (H): 0.1876, atom 47 (H): 0.1744, atom 48 (H): 0.5125, atom 49 (O): -0.7437, atom 50 (C): -0.0945, atom 51 (H): 0.1604, atom 52 (H): 0.1729, atom 53 (H): 0.1875, atom 54 (C): -0.0925, atom 55 (H): 0.1722, atom 56 (H): 0.1560

---

Of them, i has the highest stability.

---

--- i ---
The following is a quantum chemistry calculation of a single C6H8N2S3 molecule, from the Open Molecules 2025 dataset.

Geometry (Å):
C  1.6141  1.9191  0.4054
C  0.2828  1.0130  0.7330
H  -3.3941  2.0077  0.0284
N  2.8015  1.6240  0.3581
H  0.5078  0.9139  1.7426
H  -2.6341  0.8471  -1.0020
N  -0.2405  -0.3705  -2.4071
H  1.2786  3.0107  0.3865
C  -2.4873  1.3100  -0.0147
C  0.1382  -0.2679  0.0609
H  1.2571  -3.5593  -0.2874
S  -0.9460  2.2360  0.1577
S  0.4936  -1.6755  1.0940
H  -0.0753  -2.6130  -1.0510
C  -0.0176  -0.3400  -1.2827
S  3.8116  0.4453  0.1853
C  0.3914  -3.0403  -0.1358
H  -2.6606  0.4472  0.7363
H  -0.1212  -3.9074  0.2925

E_HOMO (spin up / spin down) = -8.48 / -8.03 eV
Net charge = 0
Frontier orbital gap (spin up / spin down) = 0.263 / 0.248 Ha
Multiplicity = 1

And the natural (NBO) charges, in e, turn out to be: atom 1 (C): 0.1143, atom 2 (C): -0.4227, atom 3 (H): 0.2471, atom 4 (N): -0.5224, atom 5 (H): 0.2396, atom 6 (H): 0.2292, atom 7 (N): -0.2769, atom 8 (H): 0.1965, atom 9 (C): -0.7924, atom 10 (C): -0.2610, atom 11 (H): 0.2261, atom 12 (S): 0.2446, atom 13 (S): 0.3488, atom 14 (H): 0.2524, atom 15 (C): 0.1848, atom 16 (S): 0.2586, atom 17 (C): -0.7375, atom 18 (H): 0.2367, atom 19 (H): 0.2343

---

--- ii ---
The following is a quantum chemistry calculation of a single C6H8N2S3 molecule, from the Open Molecules 2025 dataset.

Geometry (Å):
H  0.2220  0.1893  1.5679
C  -0.6336  -2.7335  -1.3925
N  -0.8203  -3.8544  -1.0240
H  -1.2318  2.5701  1.8231
S  -2.0931  0.5148  0.6187
N  -3.7622  0.0084  2.9808
C  -3.0537  0.2645  2.1260
S  -0.5534  -0.9974  -1.9374
S  1.4194  1.2659  -0.3032
C  -0.9458  1.8822  0.9790
H  1.4217  0.0129  -2.7046
H  1.5345  -1.1953  0.0447
H  1.0237  1.7721  1.8650
H  1.7357  -1.7563  -2.5154
C  1.9004  -0.4476  -0.7461
C  0.4038  1.2259  1.2333
C  1.2725  -0.8355  -2.0426
H  -0.9038  2.5436  0.1003
H  3.0640  -0.4298  -0.6730

E_HOMO = -9.41 eV
Net charge = 0
Frontier orbital gap = 0.353 Ha
SMILES = N#CSCCSCCSC#N
Multiplicity = 1

And the natural (NBO) charges, in e, turn out to be: atom 1 (H): 0.2435, atom 2 (C): 0.0630, atom 3 (N): -0.3180, atom 4 (H): 0.2561, atom 5 (S): 0.2693, atom 6 (N): -0.3222, atom 7 (C): 0.0817, atom 8 (S): 0.2890, atom 9 (S): 0.1488, atom 10 (C): -0.5483, atom 11 (H): 0.2350, atom 12 (H): 0.2393, atom 13 (H): 0.2270, atom 14 (H): 0.2514, atom 15 (C): -0.5564, atom 16 (C): -0.5228, atom 17 (C): -0.5356, atom 18 (H): 0.2471, atom 19 (H): 0.2521

---

Of them, ii has the highest stability.

---

--- i ---
The following is a quantum chemistry calculation of a molecular structure, C2H2Br2O, from the Open Molecules 2025 dataset.

Geometry (Å):
H  0.8367  0.2364  -1.3327
O  -0.6010  -1.7925  -0.2873
Br  1.5753  -0.0301  1.1243
C  0.3509  0.4040  -0.3140
H  -1.2825  -0.3191  0.8468
C  -0.6002  -0.6893  0.1359
Br  -0.2792  2.1905  -0.1730

E_HOMO = -10.35 eV
Net charge = 0
Frontier orbital gap = 0.390 Ha
Multiplicity = 1

And the natural (NBO) charges, in e, turn out to be: atom 1 (H): 0.2668, atom 2 (O): -0.4936, atom 3 (Br): 0.0845, atom 4 (C): -0.4526, atom 5 (H): 0.1246, atom 6 (C): 0.3796, atom 7 (Br): 0.0907

---

--- ii ---
The following is a quantum chemistry calculation of a molecular structure, C2H2Br2O, from the Open Molecules 2025 dataset.

Geometry (Å):
O  -0.3247  -0.6325  -1.7367
C  -0.5638  -0.5529  -0.5771
H  -1.5217  -0.7971  -0.1280
Br  1.3045  -0.5358  1.8473
C  0.4020  0.2087  0.2848
Br  -0.4922  1.8255  0.8164
H  1.1959  0.4839  -0.5067

E_HOMO = -10.58 eV
Net charge = 0
Frontier orbital gap = 0.386 Ha
Multiplicity = 1

And the natural (NBO) charges, in e, turn out to be: atom 1 (O): -0.4700, atom 2 (C): 0.3879, atom 3 (H): 0.1344, atom 4 (Br): 0.0726, atom 5 (C): -0.4640, atom 6 (Br): 0.0769, atom 7 (H): 0.2623

---

Of them, ii has the highest stability.